{"formula": "C36H98N6O14", "method": "ωB97M-V/def2-TZVPD", "elements": ["C", "H", "H", "C", "H", "H", "C", "H", "H", "H", "H", "H", "H", "H", "O", "H", "H", "H", "C", "H", "H", "H", "O", "C", "O", "C", "O", "H", "C", "O", "H", "H", "C", "H", "C", "H", "H", "N", "N", "H", "C", "H", "H", "C", "H", "C", "H", "H", "C", "H", "H", "H", "H", "H", "H", "H", "H", "H", "C", "H", "C", "H", "H", "O", "O", "H", "C", "H", "C", "C", "H", "C", "H", "H", "H", "N", "C", "H", "H", "H", "C", "H", "O", "H", "H", "O", "H", "O", "N", "C", "H", "H", "O", "H", "H", "O", "H", "H", "H", "H", "H", "H", "H", "H", "C", "H", "H", "O", "C", "C", "H", "C", "H", "H", "H", "C", "C", "H", "C", "C", "H", "C", "H", "C", "H", "H", "H", "H", "H", "N", "H", "H", "C", "H", "H", "H", "H", "H", "O", "H", "H", "C", "H", "C", "N", "H", "H", "H", "H", "H", "H", "H", "H", "C"], "coordinates": [[7.121, -0.691, 1.292], [0.536, 1.031, -2.389], [-6.924, -3.893, 0.006], [1.922, -5.672, -0.857], [-0.574, 5.217, 2.656], [5.108, -0.963, 3.185], [4.107, -0.545, 3.015], [-10.013, -5.710, 0.418], [-0.904, -6.264, -3.397], [-4.521, -3.455, -0.194], [-2.056, 0.598, 3.061], [1.944, 2.582, 4.217], [1.902, 0.682, 0.218], [0.306, -1.218, 0.457], [6.183, -0.845, 0.267], [-2.638, 3.332, -2.120], [4.188, -2.566, -0.565], [-5.493, -5.486, -0.861], [-2.107, -4.025, 0.342], [-0.387, -0.868, -1.091], [-0.982, 1.643, -0.261], [-9.261, -4.505, 1.530], [-4.115, 0.441, 2.804], [2.694, -3.334, 0.928], [3.345, -0.665, 4.211], [1.005, 0.644, -0.408], [-1.509, -4.257, -3.662], [-4.484, -3.948, 1.566], [-5.505, -5.291, 0.220], [-1.097, 9.129, 3.726], [-2.995, 1.048, 4.513], [-0.342, -5.148, -2.189], [3.086, 3.956, -0.658], [2.382, -0.796, 1.784], [4.858, -2.871, -1.369], [-11.476, -3.830, -0.482], [2.228, -4.985, 2.265], [-6.809, -4.720, 0.586], [1.310, 1.236, -1.737], [-1.168, -4.572, 0.432], [-2.038, 1.498, -3.027], [-2.028, -5.620, -2.184], [-0.876, 8.686, 5.734], [0.804, -0.611, -7.390], [-2.718, 5.406, -3.262], [5.657, -1.676, -1.895], [0.676, 4.277, 1.860], [1.728, 5.383, 3.765], [-10.588, -3.225, -0.257], [0.552, -0.301, -8.399], [-0.323, 1.155, 1.287], [7.353, -0.452, -1.414], [3.763, 4.810, -0.607], [-4.195, -0.459, 3.131], [-2.624, 7.905, 4.445], [0.880, -0.513, -4.772], [-5.310, -6.197, 0.792], [-1.837, 5.506, 0.710], [-0.297, 8.677, 4.801], [5.511, -3.670, -0.999], [-4.425, -4.279, 0.527], [-1.232, -1.064, -3.504], [-1.040, 5.331, -3.864], [-2.175, 3.599, -4.103], [-3.177, -4.919, 0.280], [-0.696, 4.571, -0.321], [-1.200, -5.368, -2.841], [8.044, -1.256, 1.112], [6.751, -1.248, -0.956], [-0.047, 1.497, 0.288], [2.303, 2.784, -1.997], [0.566, -0.804, -0.534], [2.079, -4.762, -1.454], [4.300, 1.025, 4.943], [0.392, 2.664, 3.558], [-0.997, 1.000, -3.920], [0.358, 5.312, 2.075], [-2.160, -0.505, -4.877], [4.963, -0.865, -2.134], [2.876, -6.227, -0.923], [-1.902, 3.001, -2.869], [7.405, 0.361, 1.410], [1.538, -5.435, 0.464], [-0.826, -4.173, -4.332], [-2.069, 7.546, 2.776], [2.904, 3.559, -2.003], [0.515, 9.398, 4.905], [-9.392, -3.936, -0.437], [6.276, -1.948, -3.207], [-0.070, -0.816, -5.238], [4.280, -3.314, -2.181], [7.443, -2.098, -0.827], [0.990, 0.759, 4.062], [-7.874, -6.013, -0.733], [-1.927, 0.996, -2.061], [-0.213, -0.224, -6.501], [3.159, 0.195, 6.054], [-1.056, 6.234, -0.696], [2.000, -3.155, -2.303], [-7.857, -6.496, 0.950], [-3.043, 1.241, -3.399], [-2.033, -3.376, -0.544], [0.942, 7.096, 5.428], [3.394, -3.198, 0.099], [1.183, -2.732, -1.725], [-2.371, 5.393, -5.018], [1.778, -0.213, -7.081], [0.167, 6.029, 0.887], [-2.070, 5.001, -4.049], [-0.902, 5.545, 0.140], [2.155, 4.301, -0.183], [-1.198, -0.375, -4.355], [0.339, -2.546, -2.411], [1.986, 0.561, -2.117], [3.935, -1.037, 0.960], [0.308, 7.316, 4.560], [2.539, -4.807, 1.233], [0.375, 2.504, 0.351], [1.436, 5.963, 2.890], [-9.226, -4.951, 0.530], [-0.950, 1.606, -4.733], [-2.252, 8.340, 3.512], [0.789, -3.490, -1.032], [-7.897, -5.617, 0.298], [6.787, -2.829, -3.169], [2.868, -2.877, 2.955], [-10.686, -2.820, 0.759], [1.731, -2.870, 0.659], [1.183, -6.314, -1.336], [1.085, 7.318, 3.337], [2.331, 6.085, 2.270], [-3.034, 8.978, 3.098], [-2.989, 1.046, 3.421], [-2.181, -3.372, 1.224], [-0.081, -1.916, -5.321], [4.223, 0.519, 2.762], [1.669, 1.967, 2.503], [5.564, -2.097, -3.913], [1.597, -1.538, -1.137], [1.827, 0.265, 4.088], [6.755, -1.068, 2.251], [3.919, 0.058, 5.293], [3.517, -5.298, 1.134], [1.287, 2.037, 3.523], [3.307, -2.678, 2.065], [-0.490, 6.550, 4.575], [-0.886, 3.206, -2.500], [0.891, -1.711, -7.412], [-10.573, -2.380, -0.947], [-2.983, 2.084, 3.086], [4.787, -0.491, 5.676], [0.511, 7.771, 2.631], [3.531, 3.141, -0.069], [3.392, -1.237, 1.889]], "forces_ev_per_angstrom": [[0.883, 0.141, 0.470], [-0.188, 0.562, 0.297], [-0.214, 0.044, 0.148], [0.979, -0.612, -0.723], [-0.078, 0.216, -0.118], [-0.268, -0.040, -0.042], [0.187, 0.098, 0.123], [-0.100, 0.126, 0.145], [-0.282, 0.060, -0.223], [-0.078, 0.306, 0.401], [0.005, -0.062, 0.201], [0.473, -0.109, -0.474], [0.112, -0.026, -0.259], [0.253, 0.028, -0.011], [-0.133, -0.428, 0.068], [0.164, 0.120, 0.030], [1.103, 0.476, -1.030], [0.245, -0.432, 0.075], [0.563, 0.527, 0.243], [0.293, 0.058, -0.319], [0.124, -0.396, -0.221], [-0.052, -0.132, 0.077], [-0.052, -0.053, 0.301], [-0.280, 0.063, 0.720], [-0.155, 0.235, 0.056], [-0.758, 0.346, -0.227], [-0.285, -0.008, -0.022], [-0.030, 0.219, -0.031], [-0.521, 0.632, 0.073], [-0.184, 0.004, -0.002], [-0.197, -0.194, -0.006], [-0.252, 0.105, -0.076], [-0.025, -0.080, -0.039], [0.129, 0.072, 0.054], [0.495, 0.381, -0.146], [0.092, -0.103, 0.072], [-0.013, 0.299, 0.063], [0.697, 0.011, -0.034], [0.294, -1.535, -0.058], [-0.088, -0.188, -0.052], [-0.028, -0.229, -0.402], [-0.264, 0.204, -0.206], [-0.022, -0.093, -0.040], [0.177, -0.635, 0.130], [-0.011, 0.050, -0.065], [-0.395, -0.502, -1.273], [-0.111, 0.075, -0.163], [-0.158, -0.220, -0.038], [-0.195, 0.413, -0.175], [-0.041, 0.304, 0.057], [0.220, -0.098, 0.013], [-0.185, 0.103, 0.059], [0.087, -0.090, -0.231], [-0.016, -0.007, -0.025], [0.026, -0.037, -0.027], [0.031, -0.088, -0.064], [-0.107, -0.129, -0.091], [0.066, -0.128, 0.121], [0.122, 0.236, 0.088], [0.083, 0.141, 0.101], [0.444, -0.577, -0.748], [0.028, 0.252, 0.183], [-0.016, -0.119, 0.104], [0.166, 0.098, -0.268], [-0.249, -0.126, 0.097], [0.015, -0.128, 0.303], [0.947, -0.239, 0.490], [-0.104, 0.029, -0.216], [0.251, 0.199, -0.290], [-0.072, 0.611, -0.020], [0.054, 0.170, 0.096], [-0.624, 0.056, 0.608], [-0.121, -0.585, 0.337], [-0.245, 0.068, 0.088], [-0.243, -0.372, -0.382], [0.043, -0.083, 0.151], [0.184, -1.171, 0.390], [0.108, -0.037, -0.062], [0.042, 0.196, 0.566], [-0.108, 0.032, 0.285], [-0.319, -0.793, 0.630], [-0.042, -0.015, 0.017], [-0.076, -0.082, -0.192], [-0.001, -0.031, -0.005], [0.071, -0.088, 0.183], [-0.003, 0.214, 0.158], [-0.088, 0.086, -0.094], [0.032, 0.065, 0.004], [0.412, -0.357, 0.112], [0.120, -0.222, 0.108], [-0.207, 0.122, -0.004], [-0.142, -0.011, 0.217], [-0.195, 0.261, -0.258], [-0.006, 0.108, 0.002], [-0.031, 0.127, 0.052], [-0.093, 0.160, -0.312], [-0.012, -0.037, 0.096], [0.027, 0.032, 0.135], [0.125, 0.207, 0.054], [0.190, 0.089, 0.100], [0.021, 0.170, 0.026], [-0.191, -0.067, -0.032], [0.104, -0.057, -0.127], [-1.495, -0.651, 0.920], [-1.267, -0.016, -0.700], [-0.118, -0.019, 0.023], [-0.033, 0.108, -0.112], [0.164, 0.326, 0.350], [0.131, 0.194, -0.067], [-0.438, 0.164, -0.987], [-0.023, -0.203, -0.030], [-0.364, 0.077, 0.142], [0.163, 0.062, -0.103], [0.264, 0.517, 0.028], [-0.030, 0.100, 0.140], [-0.189, -0.247, 0.337], [-0.073, -0.222, 0.471], [-0.028, -0.032, 0.269], [0.493, 1.334, -0.181], [-0.055, -0.145, -0.224], [-0.006, -0.052, -0.007], [-0.078, 0.089, -0.196], [0.239, 0.448, 0.209], [-0.330, -0.405, -0.068], [0.065, 0.124, 0.028], [-0.253, -0.176, -0.152], [0.070, -0.124, 0.013], [0.186, -0.361, 0.251], [-0.157, 0.154, 0.094], [-0.269, -0.204, 0.269], [-0.040, -0.317, -0.079], [0.091, 0.083, 0.048], [0.351, 0.300, -0.549], [-0.028, -0.026, -0.027], [0.046, 0.073, -0.113], [0.025, -0.031, 0.035], [0.160, 0.254, 0.021], [-0.087, 0.135, 0.059], [0.295, 0.202, -0.216], [-0.173, -0.238, -0.037], [-0.257, 0.111, -0.266], [0.621, -0.217, -0.450], [-0.103, -0.161, -0.207], [-0.224, 0.176, 1.062], [0.701, 0.399, 0.335], [0.041, 0.047, -0.071], [-0.025, 0.282, -0.142], [0.007, 0.135, 0.029], [0.009, -0.063, -0.007], [-0.038, 0.012, 0.069], [-0.150, -0.013, 0.208], [0.262, -0.004, -0.147], [-0.113, 0.109, 0.107], [-0.272, -0.247, -0.232]], "smiles": "COC[C@H](C)N.COC[C@H](C)N.COCCNCCOC.COCCNCCOC.COCCNCCOC.COCCNCCOC.CO.CO.CO.CO", "gap_ev": 9.09, "e_tot_ev": -76518.60254, "total_charge": 0, "de_lowest_kcal_mol": 9.0, "max_force_ev_per_a": 1.872, "multiplicity": 1}